Record 1
16 unconnected molecules or ions with the total composition C46H103N11O26 at a distorted geometry, computed with wB97M-V/def2-TZVPD.

Each line ends with the Löwdin charge.
Geometry (Å):
O 4.987 17.323 31.143  0.1086
O 5.934 19.495 22.866  0.0101
O 6.671 17.966 34.634  0.1202
O 3.913 9.938 27.698  0.0234
O 12.137 18.214 25.969  0.0052
O 9.611 18.587 31.117  0.0302
O 2.994 21.876 33.192  0.0079
O 2.504 12.744 31.726  -0.0187
O 10.151 17.616 26.516  0.0160
O 3.548 15.672 30.732  0.0252
O 10.883 19.716 27.075  0.1051
O 5.065 18.633 36.138  -0.0131
O 5.307 11.775 27.526  0.0791
O 1.591 15.956 27.783  0.0519
O 4.811 16.766 35.161  0.0245
O -3.757 19.018 31.161  0.0267
O 6.488 11.576 34.078  0.0839
O 6.094 19.560 27.588  -0.0067
O 5.246 15.730 29.564  0.0199
O 1.334 15.547 34.858  -0.0216
O 6.879 12.833 32.105  -0.0110
O 3.196 11.807 28.394  -0.0023
O 8.536 11.843 33.062  -0.0459
O -2.571 14.373 31.013  0.0028
O 7.166 15.938 24.932  0.0313
O 9.629 11.675 28.361  0.0423
N 1.981 18.052 27.089  0.0370
N 11.387 12.570 29.361  -0.0003
N 5.719 18.653 24.896  0.1853
N 3.298 19.860 32.166  0.0290
N 5.400 21.545 28.203  0.0587
N -2.604 12.762 29.410  0.1653
N -0.775 16.408 34.877  0.0311
N 5.641 14.544 25.745  0.0270
N -2.450 17.153 31.004  0.0099
N 9.582 16.412 31.629  0.0190
N 1.669 10.663 32.193  0.0404
C 3.726 20.989 32.727  -0.5284
C 1.327 16.862 27.050  -0.5678
C 1.603 11.973 32.231  -0.4786
C 0.043 16.808 26.237  0.0051
C 5.891 19.654 36.630  -0.0793
C 4.921 9.076 27.302  -0.0564
C 5.280 21.172 32.764  0.0185
C 9.275 13.879 29.044  0.0059
C 10.136 12.646 28.882  -0.5681
C 4.936 20.974 24.452  0.0011
C -4.741 16.904 31.648  -0.0103
C 5.507 22.682 29.154  -0.0348
C 4.465 15.392 25.766  -0.0548
C -3.598 17.804 31.279  -0.5512
C 6.907 14.846 25.386  -0.5662
C 8.250 16.338 32.270  -0.0364
C 1.865 19.512 32.056  -0.0441
C 9.354 11.242 34.079  -0.0209
C 11.551 17.355 30.512  0.0096
C 2.787 9.895 31.537  -0.0275
C 5.152 15.534 34.609  -0.0379
C 2.513 16.172 31.463  -0.0596
C 3.174 18.311 27.871  -0.0506
C -0.553 13.942 29.795  0.0023
C 7.967 13.794 25.585  0.0228
C -1.986 13.699 30.165  -0.5541
C 4.649 16.317 30.545  -0.6651
C 3.199 13.182 28.667  -0.0380
C 7.206 12.064 33.175  -0.5144
C 4.247 11.184 27.841  -0.5632
C 12.325 11.441 29.247  -0.0573
C 10.137 17.482 31.101  -0.5698
C 1.063 17.663 35.857  0.0075
C 0.503 16.458 35.189  -0.5511
C 5.597 17.795 35.185  -0.5662
C 5.522 13.004 31.857  -0.0606
C 8.810 17.754 26.950  -0.0336
C 5.593 19.640 24.034  -0.6034
C 0.392 12.630 32.970  0.0040
C 13.279 19.086 25.956  -0.0435
C -1.243 17.802 30.663  -0.0790
C -1.461 15.199 34.324  -0.0311
C 11.025 18.608 26.583  -0.6027
C 7.199 20.297 29.429  0.0178
C 6.394 16.293 28.960  -0.0095
C 6.176 20.525 28.315  -0.5558
H 5.720 9.066 28.044  0.1105
H 8.233 18.472 26.367  0.0916
H 7.668 17.258 32.220  0.0737
H 3.206 17.875 28.869  0.0766
H -0.441 17.780 26.137  0.0779
H 3.677 9.709 32.138  0.0850
H 12.238 10.956 28.275  0.0849
H 12.262 17.537 31.318  0.0794
H 8.389 16.751 26.872  0.0701
H 8.714 18.166 27.955  0.0812
H 3.779 13.483 29.540  0.0656
H 5.269 23.563 28.558  0.0825
H 3.526 13.758 27.801  0.0752
H 4.501 20.871 25.446  0.0311
H 1.697 16.584 30.869  0.0747
H 6.494 22.816 29.598  0.0891
H -0.526 17.664 31.472  0.0652
H 7.033 20.740 30.411  0.0526
H 6.669 19.316 37.314  0.0978
H 8.396 13.824 28.401  0.0605
H 9.100 14.013 30.111  0.0716
H 8.419 16.001 33.293  0.0884
H 0.597 13.699 33.030  0.0487
H 13.814 18.834 25.040  0.0900
H 11.760 18.121 29.765  0.0788
H 5.773 21.844 32.061  0.0553
H 4.220 14.976 34.513  0.0967
H 4.555 15.984 26.677  0.0568
H 14.039 19.147 26.734  0.0911
H 13.378 11.711 29.332  0.0784
H -1.343 18.864 30.438  0.0929
H -1.323 15.043 33.254  0.0582
H 1.995 15.349 31.955  0.0842
H -3.599 12.591 29.434  0.1149
H 1.869 18.830 31.206  0.0590
H -2.509 15.394 34.553  0.0830
H 5.499 13.636 26.164  0.0931
H -5.367 17.453 32.351  0.0845
H -0.528 12.623 32.385  0.0610
H 11.714 13.297 29.982  0.1229
H 12.047 10.785 30.073  0.0813
H 5.052 12.054 31.604  0.0941
H -0.032 14.844 30.118  0.0767
H 6.931 15.402 28.635  0.0820
H 4.729 22.622 29.915  0.0783
H -2.130 12.023 28.911  0.1117
H 8.830 14.189 26.119  0.0804
H 2.722 16.979 32.166  0.0842
H 11.794 16.352 30.162  0.0586
H -2.521 16.163 30.817  0.0708
H 1.668 18.813 26.504  0.1353
H 5.376 20.339 37.303  0.0903
H 8.216 13.626 24.538  0.0949
H 8.980 11.621 35.030  0.0970
H -5.266 16.593 30.746  0.0855
H 5.033 13.442 32.727  0.0825
H 6.963 16.885 29.677  0.0878
H 4.055 17.884 27.391  0.0477
H 7.683 15.601 31.702  0.0600
H 5.918 14.946 35.113  0.1095
H 4.747 21.559 27.432  0.1270
H 0.296 17.839 36.612  0.0846
H 5.691 21.754 24.558  0.0822
H 5.587 18.667 25.897  0.0526
H 12.944 20.114 25.823  0.0886
H -0.509 14.043 28.711  0.0836
H 3.558 14.799 25.880  0.0789
H -0.748 17.299 29.832  0.0725
H 3.028 10.043 30.485  0.0707
H 0.316 16.537 25.217  0.0806
H 6.138 17.835 24.477  0.0807
H 4.622 8.078 26.984  0.0986
H -1.309 17.180 35.251  0.1360
H 4.420 15.975 24.847  0.0911
H 5.661 20.197 32.462  0.0570
H 3.957 19.114 31.995  0.0887
H 5.317 13.767 31.106  0.0764
H 9.903 14.713 28.731  0.0784
H 7.199 19.248 29.724  0.0611
H 0.240 12.131 33.927  0.0874
H 2.182 13.414 28.984  0.0798
H 1.234 20.394 31.944  0.0936
H 10.359 11.628 33.906  0.0885
H -4.516 15.918 32.054  0.0609
H 9.319 10.167 33.899  0.0987
H 6.251 16.848 28.033  0.0787
H 5.306 9.422 26.343  0.0987
H 5.443 15.622 33.562  0.0769
H 3.358 19.378 27.999  0.0824
H -1.222 14.295 34.884  0.0817
H 0.043 13.081 30.098  0.0739
H 7.537 12.881 25.998  0.0776
H 10.195 15.625 31.785  0.1279
H 0.780 10.228 32.392  0.1371
H -0.639 16.032 26.584  0.0771
H 5.651 21.384 33.767  0.0686
H 8.237 20.563 29.228  0.0951
H 1.536 18.980 32.949  0.0663
H 4.133 21.212 23.755  0.0793
H 2.095 17.626 36.205  0.0866
H 6.251 20.353 35.875  0.0829
H 2.425 8.867 31.499  0.0733
H 1.110 18.469 35.125  0.0732

---

Record 2
7 unconnected molecules or ions with the total composition C46H106BClN9O4S at a distorted geometry, computed with wB97M-V/def2-TZVPD.

Each line ends with the Löwdin charge.
Geometry (Å):
Cl -7.212 -0.509 -3.648  0.4534
S -8.367 -0.856 -1.982  0.3625
O -3.148 -1.821 -4.073  0.1294
O -8.495 -2.275 -1.766  -0.3341
O -0.911 2.491 -0.926  0.1828
O -9.682 -0.336 -2.267  -0.3394
N -2.941 3.588 -1.683  0.1429
N -2.246 1.952 5.661  -0.1990
N 2.078 -3.741 1.074  -0.1937
N -2.573 0.323 -2.977  0.2186
N 12.245 -0.987 -4.703  -0.1980
N 8.444 -2.902 1.860  -0.1959
N -3.517 0.050 -1.007  0.0432
N -5.804 2.847 -6.767  -0.2004
N -7.616 2.642 4.245  -0.1958
C -8.521 2.334 3.156  -0.2766
C -5.544 4.271 -6.619  -0.2501
C -6.354 0.705 -0.645  -0.2010
C 10.781 -3.753 2.460  -0.0826
C 2.854 -3.096 2.124  -0.2415
C 14.034 0.332 -5.970  -0.0880
C -7.922 2.513 -5.377  -0.0864
C -3.616 2.096 6.129  -0.2513
C -7.618 4.021 4.714  -0.2454
C -2.645 -0.249 4.571  -0.0917
C -7.762 0.010 -0.504  -0.2229
C -3.166 -0.951 -3.053  -0.2402
C 9.551 -2.908 2.804  -0.2474
C -4.494 -2.264 -1.210  -0.0740
C -6.717 5.238 -6.810  -0.0803
C -8.897 1.414 6.089  -0.0772
C 2.815 -4.604 0.162  -0.2670
C 7.392 -4.965 2.774  -0.0903
C 12.008 -0.165 -3.528  -0.2488
C -2.783 0.886 -1.782  -0.0699
C 7.862 -4.195 1.547  -0.2766
C 8.626 -2.056 0.688  -0.2504
C -3.943 0.355 0.360  -0.0831
C -3.989 1.441 7.463  -0.0755
C 1.118 -2.886 0.398  -0.2659
C -8.943 4.608 5.208  -0.0775
C -2.840 -3.263 0.705  0.1199
C -0.871 2.517 7.745  -0.0842
C 12.625 -0.262 -5.908  -0.2518
C -8.315 3.221 1.936  -0.0893
C 4.028 -2.206 1.703  -0.0787
C -3.593 -2.874 -0.151  -0.1018
C 12.449 -3.107 -3.417  -0.0919
C -5.517 2.849 -9.241  -0.0881
C 13.024 -2.195 -4.491  -0.2735
C 9.612 -2.526 -0.385  -0.0881
C -6.358 2.425 -8.044  -0.2719
C 13.226 0.355 -2.758  -0.0827
C 3.600 -5.705 0.863  -0.0806
C -1.768 0.591 5.492  -0.2716
C -5.487 0.280 0.592  -0.1498
C -6.441 2.208 -5.626  -0.2856
C -1.271 2.828 6.301  -0.2497
C -3.723 -1.078 -1.799  -0.1238
C -7.609 1.627 5.291  -0.2522
C 1.657 -1.829 -0.571  -0.0859
B -2.184 2.347 -1.435  -0.4807
H -5.714 1.012 1.401  0.1207
H 14.257 0.638 -6.996  0.0711
H 8.226 -5.267 3.411  0.0667
H -7.275 3.185 1.598  0.0647
H -6.338 6.251 -6.961  0.0750
H -4.487 2.502 -9.141  0.0781
H -1.653 2.794 8.450  0.0569
H -8.583 4.259 2.137  0.0715
H 13.040 -2.765 -5.424  0.1180
H 3.501 -4.034 -0.480  0.1009
H 2.099 -5.095 -0.503  0.1178
H -3.532 1.314 0.738  0.1432
H -7.252 4.656 3.902  0.1005
H -8.326 1.807 -4.649  0.0284
H 6.983 -4.038 0.914  0.1038
H -5.761 -0.708 1.012  0.1116
H -1.662 0.067 6.452  0.1036
H -2.032 0.777 -3.706  0.1947
H -3.198 3.948 -0.758  0.0886
H -6.334 1.123 -5.750  0.0657
H 3.244 -3.875 2.785  0.1039
H 0.832 -1.426 -1.168  0.0533
H 9.478 -1.928 -1.290  0.0660
H -0.623 1.464 7.891  0.0680
H 3.694 -1.228 1.358  0.0532
H 12.507 -0.943 -6.757  0.1085
H 14.072 -1.972 -4.243  0.1006
H 0.428 -3.532 -0.157  0.1040
H -8.520 0.761 -0.200  0.1039
H 4.639 -2.660 0.921  0.0606
H 12.917 0.696 -1.766  0.0709
H -8.869 5.697 5.248  0.0759
H -9.185 4.272 6.216  0.0579
H 14.127 1.222 -5.349  0.0546
H 2.106 -0.988 -0.043  0.0538
H -1.631 3.859 6.248  0.1121
H 13.687 1.208 -3.254  0.0543
H -5.860 0.573 -1.624  0.0608
H 11.391 -0.739 -2.830  0.0870
H -5.091 4.456 -5.641  0.1106
H -0.772 0.627 5.044  0.1177
H -3.644 2.027 8.314  0.0590
H -6.407 1.332 -8.056  0.1166
H -7.385 2.786 -8.187  0.1029
H -8.947 2.874 1.115  0.0680
H 6.875 -5.876 2.463  0.0686
H -3.632 -0.432 4.998  0.0660
H 11.408 -3.359 -3.629  0.0781
H 11.377 0.686 -3.804  0.1141
H -7.327 4.990 -7.679  0.0708
H -5.076 1.372 7.549  0.0588
H 11.419 -3.263 1.725  0.0545
H -8.063 3.509 -4.959  0.0610
H 8.912 -1.052 1.015  0.1124
H -3.594 0.428 7.558  0.0713
H 0.492 -2.388 1.149  0.0995
H 2.184 -2.515 2.764  0.1126
H -2.769 0.235 3.598  0.0588
H 2.952 -6.302 1.507  0.0826
H 0.015 3.098 8.011  0.0739
H -9.575 2.390 3.461  0.1062
H -2.178 -1.222 4.404  0.0710
H -5.930 2.415 -10.153  0.0761
H 9.170 -3.248 3.772  0.1010
H -0.363 2.817 5.689  0.1080
H -5.509 3.932 -9.371  0.0667
H -4.723 -3.000 -2.005  0.1372
H 13.987 -0.413 -2.610  0.0680
H 14.801 -0.385 -5.673  0.0668
H -2.298 4.274 -2.086  0.0866
H -7.363 5.271 -5.933  0.0549
H -8.344 1.301 2.839  0.1075
H 6.695 -4.372 3.370  0.0744
H 10.647 -2.393 -0.069  0.0546
H -5.464 -1.986 -0.755  0.1042
H 11.388 -3.900 3.356  0.0733
H -9.067 2.217 6.805  0.0597
H 4.041 -6.373 0.121  0.0774
H -5.874 2.444 -4.718  0.1026
H -4.283 1.692 5.360  0.0901
H 9.871 -1.879 2.991  0.1149
H -6.526 1.799 -0.535  0.1160
H -9.775 1.323 5.448  0.0698
H 8.553 -4.829 0.974  0.1018
H -8.820 0.488 6.665  0.0752
H -3.483 -0.422 1.012  0.1246
H -8.522 2.422 -6.282  0.0758
H 10.518 -4.744 2.084  0.0679
H 2.390 -2.239 -1.267  0.0709
H -7.765 -0.737 0.320  0.1115
H 13.018 -4.037 -3.378  0.0737
H -3.875 3.157 6.175  0.1149
H -3.844 -1.614 -4.718  0.1427
H -2.018 -3.301 1.416  0.0474
H 12.502 -2.653 -2.425  0.0585
H 9.460 -3.570 -0.661  0.0691
H 7.647 -1.928 0.214  0.1037
H -7.338 0.671 4.827  0.1075
H -0.495 1.621 -0.791  0.1145
H 11.897 0.536 -6.087  0.1104
H -6.793 1.841 5.988  0.0902
H -9.780 4.366 4.551  0.0698
H 4.418 -5.305 1.466  0.0506
H 4.683 -2.032 2.560  0.0761
H -4.762 4.550 -7.332  0.1014
H -6.866 4.135 5.500  0.1136

Summary:
total charge = +1

---

| no. | Kohn-Sham gap (eV) |
| --- | --- |
| 1 | 8.8 |
| 2 | 6.1 |